Entry 1:
Computed, not measured: an isolated molecule of C4H7NS at a distorted geometry, with ωB97M-V with the def2-TZVPD basis set.

SMILES = C[C@@H]1C=NSC1
HOMO energy = -8.40 eV
Gap between HOMO and LUMO = 9.30 eV
ΔE to the lowest compared entry with this formula, charge and spin = 21.0 kcal/mol
Strongest force on any atom = 2.19 eV/Å

Structure (ORCA input):
```
! wB97M-V def2-TZVPD RIJCOSX def2/J DEFGRID3
* xyz 0 1
S 2.42 -0.32 -0.08
N 1.88 1.30 -0.14
C 0.78 -1.09 0.07
C 0.65 1.37 0.07
C -1.45 -0.08 -0.25
C -0.09 0.14 0.41
H -1.28 -0.29 -1.34
H 0.16 2.34 0.01
H -2.12 0.81 -0.23
H -2.02 -0.93 0.11
H -0.25 0.23 1.47
H 0.48 -1.54 -0.89
H 0.86 -1.96 0.78
*
```

---

Entry 2:
Computed, not measured: an isolated molecule of C7H15NO2S at a distorted geometry, with ωB97M-V with the def2-TZVPD basis set.

SMILES = CCCN[C@H]1CCS(=O)(=O)C1
HOMO energy = -9.79 eV
Gap between HOMO and LUMO = 10.32 eV
ΔE to the lowest compared entry with this formula, charge and spin = 90.7 kcal/mol
Strongest force on any atom = 5.57 eV/Å

Structure (ORCA input):
```
! wB97M-V def2-TZVPD RIJCOSX def2/J DEFGRID3
* xyz 0 1
S 2.78 -0.52 -0.32
O 3.09 -1.85 0.34
O 3.81 -0.08 -1.23
N -0.88 1.39 -0.46
C -3.15 -1.44 0.27
C 0.99 -0.41 -1.00
C -1.88 -0.58 0.32
C -1.71 0.24 -0.93
C 0.63 1.06 -0.36
C 2.73 0.48 1.19
C 1.21 1.16 1.11
H -0.97 -1.09 0.69
H -2.76 -2.17 -0.47
H -4.00 -0.89 -0.35
H 3.54 1.24 1.07
H -1.17 -0.33 -1.60
H 0.97 -0.23 -2.17
H 2.76 -0.03 2.14
H 0.50 0.50 1.83
H 0.93 2.05 1.70
H -2.69 0.50 -1.46
H -0.83 2.10 -1.35
H -1.95 0.14 1.29
H -3.61 -1.80 1.33
H 0.44 -1.31 -0.71
H 1.22 1.89 -0.88
*
```

---

Entry 3:
Computed, not measured: a structure of composition C19H30F6N6O6PPbS3Te, with ωB97M-V with the def2-TZVPD basis set.

HOMO energy = -10.73 eV
Gap between HOMO and LUMO = 7.12 eV
ΔE to the lowest compared entry with this formula, charge and spin = 25.1 kcal/mol
Strongest force on any atom = 0.43 eV/Å

Structure (ORCA input):
```
! wB97M-V def2-TZVPD RIJCOSX def2/J DEFGRID3
* xyz 1 1
Pb -0.12 0.18 0.52
Te 0.30 1.47 5.05
S -0.91 -1.74 -1.02
S -2.42 -0.05 4.46
S -3.65 0.34 1.92
P 1.84 0.91 -2.83
F -4.77 2.45 2.95
F -5.34 2.02 0.91
F -2.53 0.58 6.99
F -3.10 2.18 5.65
F -4.45 0.53 6.00
F -6.15 0.84 2.53
O -2.57 1.19 1.49
O -1.10 -1.48 1.90
O -1.35 0.91 3.96
O 1.36 0.36 -1.52
O -1.93 -1.27 5.00
O -4.08 -0.73 1.08
N -3.53 -0.16 3.42
N -1.40 1.68 -1.15
N 0.62 1.55 -3.76
N 2.48 -0.30 -3.74
N -1.77 -2.52 1.40
N 2.90 2.14 -2.56
C 0.66 2.85 -4.42
C 3.20 2.65 -1.23
C 3.20 -0.45 2.48
C -3.19 0.87 5.89
C 2.67 -0.22 -5.17
C 1.40 -1.29 4.45
C -2.55 -3.84 -0.38
C -0.41 0.64 -4.24
C -3.22 -4.65 0.50
C 2.42 0.49 3.15
C 3.06 -1.80 2.78
C -3.15 -4.38 1.87
C -2.42 -3.30 2.29
C 2.16 -2.22 3.75
C -1.80 -2.75 0.07
C 3.23 -1.38 -3.09
C 3.85 2.55 -3.59
C 1.53 0.06 4.13
C -5.08 1.48 2.09
H -0.46 -0.24 -3.60
H 2.06 -3.27 3.99
H -1.83 2.47 -0.69
H 2.51 1.54 2.90
H -2.32 -2.98 3.31
H 4.20 2.34 -0.91
H -3.67 -4.99 2.59
H -0.34 3.29 -4.39
H 2.38 -1.17 -5.64
H 2.47 2.26 -0.52
H 1.34 3.52 -3.90
H 3.91 -0.13 1.73
H -0.78 1.99 -1.89
H 3.72 -0.02 -5.43
H 3.92 3.64 -3.62
H -0.23 0.32 -5.27
H -3.80 -5.49 0.13
H -2.15 1.12 -1.56
H 0.96 2.77 -5.47
H 2.06 0.57 -5.60
H -2.58 -4.02 -1.45
H 3.52 2.21 -4.57
H 0.71 -1.61 5.21
H 3.16 3.74 -1.22
H -1.38 1.15 -4.21
H 2.99 -1.40 -2.03
H 3.65 -2.53 2.25
H 4.85 2.14 -3.39
H 4.31 -1.25 -3.22
H 2.94 -2.33 -3.53
*
```

---

Entry 4:
Computed, not measured: a structure of composition C38H49MgN3O2PSi2Te, with ωB97M-V with the def2-TZVPD basis set.

HOMO energy = -4.13 eV
Gap between HOMO and LUMO = 6.09 eV
ΔE to the lowest compared entry with this formula, charge and spin = 13.5 kcal/mol
Strongest force on any atom = 0.51 eV/Å

Structure (ORCA input):
```
! wB97M-V def2-TZVPD RIJCOSX def2/J DEFGRID3
* xyz -1 1
Te -0.25 2.02 -0.87
P -0.94 -3.28 0.18
Si 0.60 2.18 -4.09
Si -1.35 4.79 0.65
Mg -0.07 -2.05 2.76
O -1.77 -1.33 3.46
O 1.92 -2.30 2.72
N 0.75 -0.18 3.40
N -0.69 -3.63 1.65
N 2.12 -0.05 3.16
C 2.59 -1.21 2.79
C 1.11 0.38 -4.02
C 2.52 -2.76 -2.03
C 5.80 -2.43 1.23
C 1.64 3.07 -5.38
C -1.82 -4.60 -2.20
C 4.51 -2.40 1.74
C 4.82 -0.10 2.38
C -4.33 -1.05 0.55
C -2.18 -5.74 -2.91
C 0.21 0.77 4.09
C -1.43 -4.70 -0.87
C 0.95 -1.32 -0.28
C 2.96 -1.54 -1.56
C 1.29 -3.28 -1.61
C 0.26 5.66 0.21
C -2.16 -6.98 -2.29
C 1.04 1.92 4.62
C -3.30 -1.96 0.74
C -2.73 6.08 0.73
C 0.88 3.00 -2.42
C -2.26 -2.05 -0.18
C -1.76 3.54 -0.69
C 2.17 -0.81 -0.69
C -1.22 2.34 -4.54
C 6.11 -0.14 1.87
C -2.26 -1.21 -1.29
C -3.52 -0.13 4.47
C -2.06 -0.25 4.08
C -3.29 -0.30 -1.48
C -1.19 0.77 4.40
C -1.20 3.92 2.30
C -4.33 -0.23 -0.57
C 4.01 -1.23 2.32
C -1.42 -5.95 -0.25
C 6.60 -1.30 1.29
C 0.50 -2.56 -0.72
C -1.78 -7.08 -0.96
H -2.48 -5.65 -3.95
H -1.58 1.62 4.95
H -2.69 3.01 -0.50
H -5.13 -0.99 1.27
H 1.93 3.01 -2.11
H 6.17 -3.34 0.78
H 3.93 -1.16 -1.87
H 2.51 0.14 -0.29
H 1.55 2.42 3.79
H -2.15 3.48 2.61
H -3.80 -0.98 5.10
H -2.51 6.85 1.47
H -1.85 4.00 -1.68
H -1.36 2.22 -5.62
H 0.21 6.10 -0.79
H 0.54 4.04 -2.42
H 3.13 -3.34 -2.72
H -3.27 0.36 -2.34
H -1.77 -8.05 -0.48
H -3.74 0.80 5.01
H 6.74 0.75 1.92
H 0.98 -4.25 -1.96
H -1.13 -5.99 0.79
H -3.68 5.62 1.01
H -2.44 -7.87 -2.85
H -1.62 3.31 -4.26
H -5.14 0.48 -0.72
H 4.42 0.80 2.82
H 0.54 -0.18 -3.28
H 0.35 -0.73 0.40
H -2.87 6.56 -0.24
H 1.09 4.95 0.22
H 0.48 6.45 0.92
H 1.47 2.65 -6.37
H -1.81 1.57 -4.04
H -0.47 3.12 2.26
H -4.13 -0.17 3.57
H 7.61 -1.33 0.89
H -1.84 -3.63 -2.69
H 2.71 2.97 -5.16
H 3.85 -3.26 1.70
H -0.89 4.62 3.08
H 0.96 -0.09 -4.99
H -1.44 -1.24 -1.99
H 1.41 4.14 -5.43
H 2.17 0.28 -3.76
H -3.25 -2.57 1.64
H 0.42 2.63 5.16
H 1.83 1.54 5.27
*
```

---

Entry 5:
Computed, not measured: a cluster of 3 separate species, C15H42N7O6P2S in total at a distorted geometry, with ωB97M-V with the def2-TZVPD basis set.

HOMO energy = -3.96 eV
Gap between HOMO and LUMO = 4.40 eV
Strongest force on any atom = 8.21 eV/Å

Structure (ORCA input):
```
! wB97M-V def2-TZVPD RIJCOSX def2/J DEFGRID3
* xyz -1 1
S -3.05 -1.58 -1.00
P -0.69 -2.12 5.03
P 0.43 2.99 -4.25
O -0.46 -4.42 -1.19
O -2.79 -5.07 -1.42
O -4.15 -2.33 -0.17
O -0.29 1.86 -3.48
O -3.64 -0.35 -1.77
O -0.65 -2.40 3.51
N -0.07 -0.54 4.83
N 1.95 2.19 -4.08
N -0.98 -1.95 -2.74
N 1.26 4.28 -5.15
N -0.75 -1.79 6.78
N -0.30 2.54 -5.73
N 0.59 -3.23 5.31
C 0.93 5.58 -4.54
C 0.28 2.60 -7.07
C -1.70 2.95 -5.83
C 0.17 -2.36 7.77
C 2.19 0.92 -4.77
C 0.25 -4.60 4.91
C -2.24 -2.70 -2.31
C -1.84 -4.13 -1.62
C 0.82 0.18 5.72
C -1.60 -1.03 0.12
C -1.07 0.41 4.31
C 2.35 2.03 -2.67
C 1.94 -2.93 4.83
C -2.12 -1.97 7.26
C 2.68 4.29 -5.50
H 1.93 -2.58 3.79
H 1.83 1.20 -2.19
H 1.22 6.41 -5.19
H -0.81 -2.15 -3.75
H -2.98 -2.89 -3.20
H -1.21 -0.91 -2.72
H 2.96 3.42 -6.09
H -1.78 4.02 -6.04
H -0.77 -4.85 5.21
H -0.59 1.30 3.89
H -0.15 5.66 -4.39
H 3.33 4.34 -4.61
H 1.21 -2.12 7.55
H 2.13 2.94 -2.11
H 1.41 5.69 -3.56
H 2.59 -3.80 4.88
H 0.91 -5.32 5.41
H -2.25 -1.56 8.27
H 2.42 -2.17 5.44
H -2.40 -3.03 7.27
H -2.24 2.39 -6.61
H 1.65 -0.43 6.08
H -1.96 -0.81 1.21
H -1.01 -0.15 -0.40
H 3.10 0.43 -4.40
H 1.30 2.22 -7.10
H 3.43 1.86 -2.59
H -2.82 -1.44 6.61
H 2.92 5.16 -6.13
H 2.37 1.08 -5.83
H 0.30 0.59 6.60
H -1.66 -0.03 3.51
H 0.33 -4.75 3.83
H -0.86 -1.96 0.11
H -1.76 0.72 5.10
H 0.29 3.61 -7.47
H -0.28 1.97 -7.76
H -2.24 2.76 -4.89
H 0.06 -3.45 7.86
H -0.02 -1.92 8.76
H 1.36 0.22 -4.65
H 1.29 1.03 5.20
*
```

---

Entry 6:
Computed, not measured: an isolated molecule of C4H6N2O at a distorted geometry, with ωB97M-V with the def2-TZVPD basis set.

SMILES = Cc1[nH]cnc1O
HOMO energy = -8.55 eV
Gap between HOMO and LUMO = 9.39 eV
ΔE to the lowest compared entry with this formula, charge and spin = 63.5 kcal/mol
Strongest force on any atom = 6.52 eV/Å

Structure (ORCA input):
```
! wB97M-V def2-TZVPD RIJCOSX def2/J DEFGRID3
* xyz 0 1
O 2.22 -0.41 -0.70
N -1.15 0.66 -0.12
N 0.66 1.24 -1.40
C -0.28 -1.19 1.44
C 0.87 0.11 -0.78
C -0.05 -0.52 -0.02
C -0.63 1.49 -1.06
H 0.63 -1.77 1.87
H -2.13 0.51 0.14
H -0.61 -0.30 2.10
H -0.91 -1.97 1.43
H -1.31 2.11 -1.57
H 2.70 0.04 -1.35
*
```